[1]
{"formula": "C57H48IrN4O3P2S2", "method": "the ωB97M-V functional and the def2-TZVPD basis", "species": ["Ir", "O", "S", "C", "C", "C", "C", "C", "C", "C", "C", "C", "C", "P", "C", "C", "C", "C", "C", "C", "C", "C", "C", "C", "C", "C", "C", "C", "C", "C", "C", "C", "C", "C", "C", "C", "C", "C", "P", "C", "C", "C", "C", "C", "C", "C", "C", "C", "C", "C", "C", "C", "C", "H", "H", "H", "H", "H", "H", "H", "H", "H", "H", "H", "H", "H", "H", "H", "H", "H", "H", "H", "H", "H", "H", "H", "H", "H", "H", "H", "H", "H", "H", "H", "H", "H", "H", "H", "H", "C", "C", "N", "O", "C", "C", "N", "O", "H", "H", "H", "H", "H", "H", "H", "C", "C", "C", "C", "N", "C", "S", "N", "H", "H", "H", "H", "H"], "coordinates": [[-0.73, -0.84, -0.05], [-3.02, 0.57, 1.86], [-1.56, 0.92, 1.79], [-1.46, 2.65, 1.42], [-1.00, 3.55, 2.36], [-1.18, 4.94, 2.22], [-1.89, 5.39, 1.15], [-2.35, 6.78, 0.77], [-3.06, 6.61, -0.59], [-3.01, 5.13, -0.88], [-3.48, 4.39, -1.92], [-3.17, 3.02, -1.95], [-2.46, 2.36, -0.96], [-1.85, 0.74, -1.49], [-0.76, 1.14, -2.88], [-0.11, 2.38, -2.91], [0.77, 2.67, -3.94], [0.99, 1.75, -4.95], [0.36, 0.52, -4.92], [-0.51, 0.21, -3.89], [-3.32, -0.15, -2.09], [-3.66, -0.27, -3.43], [-4.81, -0.95, -3.80], [-5.63, -1.50, -2.83], [-5.31, -1.36, -1.48], [-4.16, -0.69, -1.11], [-2.07, 3.09, 0.20], [-2.32, 4.48, 0.16], [-0.93, 0.83, 3.43], [-1.81, 1.22, 4.42], [-1.44, 1.31, 5.77], [-0.14, 1.04, 6.09], [0.59, 1.09, 7.41], [2.04, 0.67, 7.08], [2.04, 0.38, 5.60], [3.03, -0.05, 4.77], [2.69, -0.30, 3.42], [1.43, -0.10, 2.89], [1.28, -0.83, 1.24], [1.35, -2.63, 1.51], [1.20, -3.17, 2.79], [1.13, -4.55, 2.96], [1.19, -5.39, 1.85], [1.33, -4.86, 0.58], [1.39, -3.49, 0.41], [2.71, -0.22, 0.35], [3.50, -1.07, -0.40], [4.68, -0.55, -1.16], [4.79, 0.95, -1.14], [3.92, 1.72, -0.47], [2.87, 1.17, 0.30], [0.40, 0.43, 3.73], [0.75, 0.61, 5.08], [-0.52, 3.19, 3.26], [-0.80, 5.61, 2.98], [-1.52, 7.48, 0.72], [-3.04, 7.16, 1.53], [-2.56, 7.16, -1.38], [-4.09, 6.96, -0.57], [-4.03, 4.83, -2.74], [-3.46, 2.46, -2.83], [-0.29, 3.11, -2.14], [1.27, 3.63, -3.95], [1.67, 1.99, -5.76], [0.55, -0.21, -5.69], [-0.97, -0.77, -3.85], [-3.03, 0.17, -4.20], [-5.07, -1.04, -4.84], [-6.53, -2.02, -3.12], [-5.97, -1.76, -0.72], [-3.92, -0.55, -0.06], [-2.82, 1.48, 4.12], [-2.16, 1.62, 6.51], [0.12, 0.42, 8.13], [0.54, 2.10, 7.83], [2.35, -0.20, 7.65], [2.76, 1.47, 7.31], [4.04, -0.23, 5.11], [3.47, -0.70, 2.78], [1.14, -2.53, 3.66], [1.02, -4.96, 3.95], [1.15, -6.46, 1.99], [1.39, -5.51, -0.28], [1.50, -3.09, -0.60], [3.47, -2.14, -0.23], [5.58, -1.00, -0.73], [5.62, 1.39, -1.68], [4.05, 2.80, -0.48], [2.21, 1.82, 0.87], [-3.04, -4.41, 1.66], [-2.39, -3.36, 0.82], [-2.07, -2.19, 1.24], [-2.32, -1.96, 2.57], [-2.10, -3.64, -0.60], [-2.62, -4.83, -1.34], [-1.37, -2.74, -1.16], [-0.94, -2.64, -2.32], [-3.50, -3.97, 2.54], [-2.28, -5.13, 1.98], [-3.78, -4.95, 1.08], [-2.74, -1.07, 2.56], [-2.40, -5.74, -0.79], [-2.17, -4.89, -2.33], [-3.70, -4.75, -1.45], [4.99, -1.90, -6.68], [4.94, -1.61, -5.21], [6.12, -1.30, -4.49], [5.96, -1.00, -3.18], [4.74, -1.02, -2.60], [3.63, -1.36, -3.32], [2.11, -1.41, -2.60], [3.76, -1.63, -4.63], [5.99, -2.14, -7.01], [4.64, -1.02, -7.23], [4.31, -2.72, -6.91], [7.09, -1.29, -4.96], [6.79, -0.74, -2.54]], "multiplicity": 6, "total_charge": 2, "orbital_gap_ev": [6.454, 5.250], "max_force_ev_per_a": 1.02}


[2]
{"formula": "C15H12Co2NO6", "method": "the ωB97M-V functional and the def2-TZVPD basis", "species": ["C", "C", "C", "N", "C", "C", "C", "H", "H", "H", "H", "H", "H", "H", "H", "H", "O", "C", "Co", "C", "O", "C", "O", "C", "C", "C", "Co", "C", "O", "C", "O", "C", "O", "H", "H", "H"], "coordinates": [[1.19, -2.03, 1.66], [0.43, -0.93, 1.04], [-0.81, -0.42, 1.45], [-1.17, 0.58, 0.57], [-0.18, 0.76, -0.37], [-0.30, 1.79, -1.41], [0.83, -0.16, -0.10], [2.14, -2.18, 1.14], [1.42, -1.84, 2.72], [0.64, -2.98, 1.61], [-1.43, -0.74, 2.29], [-2.02, 1.14, 0.62], [0.60, 1.79, -2.03], [-1.16, 1.60, -2.06], [-0.41, 2.78, -0.96], [1.76, -0.26, -0.64], [3.49, 4.65, 1.51], [3.53, 4.16, 2.56], [3.56, 3.36, 4.13], [4.45, 1.85, 3.97], [5.04, 0.86, 3.87], [4.46, 4.30, 5.30], [5.05, 4.90, 6.09], [1.81, 3.52, 4.95], [1.13, 2.51, 4.19], [0.74, 2.29, 2.92], [1.54, 1.98, 5.84], [2.09, 0.23, 5.83], [2.43, -0.87, 5.82], [-0.15, 1.91, 6.40], [-1.27, 1.93, 6.65], [2.38, 2.54, 7.32], [2.96, 2.93, 8.25], [1.37, 4.48, 5.22], [0.41, 1.30, 2.59], [0.82, 3.08, 2.17]], "total_charge": -1, "orbital_gap_ev": 6.185, "max_force_ev_per_a": 4.63}


[3]
{"formula": "C6H13N2O2", "method": "the ωB97M-V functional and the def2-TZVPD basis", "species": ["C", "C", "C", "C", "C", "C", "N", "N", "O", "O", "H", "H", "H", "H", "H", "H", "H", "H", "H", "H", "H", "H", "H"], "coordinates": [[1.25, 1.68, 0.65], [-2.45, -0.97, 0.03], [0.37, -0.75, -1.45], [0.51, 0.36, 0.79], [-1.69, 0.32, -0.51], [-0.23, -0.06, -0.43], [3.64, -0.14, 0.89], [4.46, -0.37, -0.03], [4.26, -1.30, -0.81], [5.58, 0.29, -0.07], [2.06, 1.25, -0.07], [1.57, 1.79, 1.75], [0.64, 2.46, 0.21], [-3.45, -0.70, 0.29], [-2.37, -1.81, -0.73], [-2.05, -1.09, 1.04], [3.78, 0.73, 1.43], [1.43, -1.01, -1.34], [-0.07, -1.01, -2.39], [1.19, -0.41, 1.12], [-0.19, 0.37, 1.65], [-2.05, 0.61, -1.44], [-1.79, 1.15, 0.26]], "total_charge": -1, "orbital_gap_ev": 7.249, "max_force_ev_per_a": 3.67}


[4]
{"formula": "C2H2Cl2S", "method": "the ωB97M-V functional and the def2-TZVPD basis", "species": ["C", "C", "H", "H", "S", "Cl", "Cl"], "coordinates": [[-0.56, 0.41, 0.08], [0.60, -0.47, 0.15], [-0.69, 0.68, 1.09], [0.58, -1.18, 1.09], [2.01, -0.47, -0.86], [-0.08, 1.72, -0.71], [-1.86, -0.68, -0.85]], "orbital_gap_ev": 7.780, "max_force_ev_per_a": 5.97, "smiles": "S=CC(Cl)Cl"}